{
  "formula": "C5H7NO",
  "method": "ωB97M-V/def2-TZVPD",
  "orbital_gap_ev": 9.700,
  "e_homo_ev": -8.73,
  "total_charge": 0,
  "energy_ha": -324.7102,
  "smiles": "C[C@H]1C=CNC1=O",
  "molar_mass_g_mol": 97.1,
  "fmax_ev_per_a": 1.051,
  "e_above_lowest_kj_mol": 37.6,
  "lumo_ev": 0.97,
  "elements": ["C", "C", "H", "H", "N", "H", "C", "H", "C", "H", "H", "O", "H", "C"],
  "coordinates": [[0.70, 0.92, -0.59], [0.32, -1.57, -0.63], [-0.58, 0.99, 2.39], [-0.94, -0.08, -1.57], [0.47, 1.62, 0.57], [0.91, -1.71, 0.28], [-0.55, 0.99, 1.31], [0.95, 2.48, 0.79], [-1.15, 0.04, 0.61], [-0.43, -2.37, -0.67], [-1.92, -0.59, 1.03], [1.60, 1.12, -1.38], [0.98, -1.66, -1.49], [-0.36, -0.19, -0.65]],
  "lowdin_charge": [-0.44, -0.05, 0.11, 0.15, 0.10, 0.09, -0.11, 0.15, -0.07, 0.08, 0.11, 0.07, 0.08, -0.27]
}

---

{
  "formula": "C5H7NO",
  "method": "ωB97M-V/def2-TZVPD",
  "orbital_gap_ev": [7.449, 7.448],
  "e_homo_ev": [-7.27, -7.27],
  "total_charge": 0,
  "energy_ha": -324.6430,
  "molar_mass_g_mol": 97.1,
  "fmax_ev_per_a": 1.143,
  "e_above_lowest_kj_mol": 213.8,
  "lumo_ev": [0.18, 0.18],
  "elements": ["C", "H", "C", "C", "H", "H", "H", "H", "C", "H", "H", "O", "N", "C"],
  "coordinates": [[0.84, 0.42, -0.79], [1.58, 0.38, 2.02], [0.09, 0.18, 0.49], [0.01, 0.20, -1.89], [-2.03, -0.62, 0.70], [1.86, 0.78, -0.82], [-2.08, -0.44, -1.79], [0.04, 1.31, 0.40], [-1.20, -0.29, 0.07], [1.17, -1.29, 1.62], [0.05, -0.31, 2.60], [0.11, 0.29, -3.11], [-1.25, -0.25, -1.24], [0.75, -0.29, 1.76]],
  "lowdin_charge": [-0.01, 0.08, -0.39, -0.50, 0.14, 0.11, 0.16, 0.19, -0.04, 0.08, 0.08, -0.02, 0.15, -0.04]
}

---

{
  "formula": "C5H7NO",
  "method": "ωB97M-V/def2-TZVPD",
  "orbital_gap_ev": 10.043,
  "e_homo_ev": -9.26,
  "total_charge": 0,
  "energy_ha": -324.6972,
  "smiles": "[H]/N=C1/C=C(C)CO1",
  "molar_mass_g_mol": 97.1,
  "fmax_ev_per_a": 0.610,
  "e_above_lowest_kj_mol": 71.7,
  "lumo_ev": 0.79,
  "elements": ["H", "C", "C", "H", "H", "N", "O", "C", "C", "C", "H", "H", "H", "H"],
  "coordinates": [[-2.45, 2.39, -1.12], [1.63, -1.13, 0.66], [0.40, 1.08, -0.11], [1.79, -1.94, -0.07], [2.60, -0.66, 0.86], [-1.47, 2.46, -0.87], [-1.68, 0.16, -0.49], [-0.99, 1.34, -0.53], [-0.80, -0.86, -0.05], [0.54, -0.21, 0.18], [1.31, -1.64, 1.59], [1.04, 1.96, -0.11], [-0.74, -1.64, -0.82], [-1.20, -1.30, 0.87]],
  "lowdin_charge": [0.06, -0.04, 0.04, 0.09, 0.08, 0.15, 0.00, -0.46, -0.15, -0.24, 0.09, 0.12, 0.14, 0.14]
}

---

{
  "formula": "C5H7NO",
  "method": "ωB97M-V/def2-TZVPD",
  "orbital_gap_ev": 8.097,
  "e_homo_ev": -7.66,
  "total_charge": 0,
  "energy_ha": -324.5839,
  "smiles": "C/C([O-])=C/C1=C[NH2+]1",
  "molar_mass_g_mol": 97.1,
  "fmax_ev_per_a": 0.521,
  "e_above_lowest_kj_mol": 369.0,
  "lumo_ev": 0.44,
  "elements": ["N", "H", "H", "H", "C", "H", "H", "H", "C", "C", "H", "C", "C", "O"],
  "coordinates": [[2.47, -0.54, -0.38], [0.22, 1.23, -0.80], [-2.92, 1.33, 0.94], [-2.06, 1.94, -0.50], [0.04, 0.37, -0.17], [2.56, -0.80, -1.36], [-3.12, 0.51, -0.61], [3.17, 0.13, -0.07], [1.07, -0.47, 0.14], [-2.40, 1.04, 0.02], [1.90, -2.50, 0.66], [-1.27, 0.08, 0.38], [1.83, -1.43, 0.66], [-1.49, -0.89, 1.09]],
  "lowdin_charge": [0.07, 0.09, 0.08, 0.07, -0.04, 0.15, 0.08, 0.14, -0.25, -0.03, 0.09, -0.50, 0.02, 0.03]
}